Molecular formula: C20H12Cl5F5N3O3RuTe
Method: DFT, the ωB97M-V functional and the def2-TZVPD basis

**LUMO energy (alpha / beta)**: -0.0629 / -0.0686 Ha
**HOMO (alpha / beta)**: -8.345 / -8.339 eV
**2S+1**: 2
**Total charge**: 0

```
50
Properties=species:S:1:pos:R:3:forces:R:3
N -1.226 -0.407 1.074 0.3 -0.6 -0.4
C -3.973 -2.325 -0.254 -0.1 0.0 0.2
N -1.954 -1.468 -1.147 0.0 0.0 -0.2
H -1.532 -1.818 -3.126 0.1 0.0 0.1
C -2.381 -0.975 1.139 -0.1 0.3 0.4
H 3.136 1.277 1.534 0.0 0.0 0.0
Cl -0.766 4.750 -2.501 0.0 0.0 0.0
H -3.469 -1.971 2.685 0.0 0.0 0.0
C 0.879 1.625 4.037 0.0 0.0 0.0
F 2.785 -3.600 0.858 -0.4 -0.2 0.5
H -5.187 -3.461 -1.610 0.0 0.0 0.0
C 3.543 2.160 3.452 0.0 0.0 0.0
C 1.947 1.361 -3.704 0.0 0.0 -0.1
C -4.282 -2.881 -1.484 0.0 0.0 0.0
C 1.405 1.288 2.792 0.1 0.0 0.1
C -2.256 -1.980 -2.339 0.1 0.1 -0.1
F 0.492 -2.903 -1.972 -0.4 0.1 0.2
C 2.739 1.555 2.501 0.0 0.0 0.0
H -3.630 -3.107 -3.525 0.0 0.0 0.0
F 2.707 -3.920 -1.593 0.0 -0.2 0.0
C 0.272 3.463 -2.981 0.0 0.1 0.0
C 3.015 2.511 4.687 0.0 0.0 0.0
C 2.156 2.633 -4.218 0.0 0.0 0.0
C 1.315 3.694 -3.868 0.0 0.0 0.0
O 0.641 -0.107 -2.398 0.1 -0.3 0.0
H -4.127 -0.395 2.221 0.0 0.0 0.0
H -4.619 -2.451 0.604 -0.1 0.0 -0.1
Ru -0.181 -0.611 -0.603 -0.7 0.4 1.5
F 0.785 -4.959 -0.476 -0.2 0.0 0.7
Te 1.464 -3.234 -0.384 2.0 -1.0 -2.0
Cl 1.566 5.264 -4.525 0.0 0.0 0.0
H 1.276 2.502 5.947 0.0 0.0 0.0
C 0.878 1.098 -2.830 0.0 -0.1 0.1
C 1.685 2.237 4.981 0.0 0.0 0.0
F 2.394 -1.658 -0.751 -0.1 0.3 0.4
Cl 3.469 2.908 -5.291 0.0 0.0 0.0
C -2.799 -1.609 -0.107 -0.2 -0.2 -0.1
Cl 2.967 0.043 -4.107 0.0 0.0 0.0
H -2.636 -0.484 3.176 0.0 0.0 0.0
O 1.038 0.500 0.588 0.1 0.1 -0.4
N -0.634 0.192 2.123 0.2 0.3 0.3
C 0.572 0.627 1.775 -0.5 -0.2 0.0
H -0.159 1.408 4.249 0.0 0.0 0.0
C 0.072 2.187 -2.479 0.0 0.1 0.1
O 0.217 -2.538 0.713 -0.3 1.6 -1.1
H 4.583 2.361 3.229 0.0 0.0 0.0
Cl -1.208 1.868 -1.348 0.1 -0.3 0.0
C -3.420 -2.694 -2.550 -0.1 0.0 0.1
C -3.203 -0.956 2.382 -0.1 -0.1 -0.1
H 3.640 2.999 5.424 0.0 0.0 0.0
```
Positions in Å, forces in eV/Å.

Molecular formula: C20H12Cl5N3OSn
Method: DFT, the ωB97M-V functional and the def2-TZVPD basis

**LUMO energy**: -0.3389 Ha
**HOMO**: -14.212 eV
**Total charge**: +2

```
42
Properties=species:S:1:pos:R:3:forces:R:3
C 1.769 0.740 -0.355 0.5 -0.5 -0.4
C -2.687 1.257 -0.611 -0.1 -0.1 0.0
C 3.327 2.573 0.166 -0.1 -0.1 0.0
C -0.417 -4.061 -0.109 0.0 0.1 0.0
C -1.497 3.519 -1.140 0.2 0.0 -0.3
C -0.370 -5.100 0.805 0.0 -0.1 0.0
Cl -0.352 -3.043 4.242 0.0 0.0 0.0
Cl -0.316 -6.724 0.282 0.0 0.0 0.0
Cl -0.385 -4.372 -1.833 0.0 -0.2 0.1
H 4.798 4.095 0.458 0.0 0.0 0.0
H 6.671 2.647 -0.235 0.0 0.0 0.0
H 6.281 0.297 -0.886 0.0 0.0 0.0
C -3.955 1.805 -0.688 0.0 0.1 0.1
C -0.481 -2.728 0.270 0.0 0.0 -0.2
C -3.522 -0.858 -0.295 -0.1 0.1 0.0
N -0.381 1.569 -0.308 0.2 1.0 -1.1
H -1.969 3.612 -2.118 -0.1 0.0 0.0
Cl -0.319 -6.017 3.328 0.0 0.0 0.0
H -0.493 3.930 -1.182 0.0 0.0 0.0
C -5.051 0.959 -0.556 0.0 0.0 0.0
O 1.427 -0.368 -0.734 -0.2 0.1 0.1
H -2.079 4.084 -0.406 0.0 0.0 0.0
H -5.659 -1.073 -0.204 0.0 0.0 0.0
Cl -0.503 -0.760 2.101 0.1 -0.1 0.1
C -4.833 -0.386 -0.330 0.0 0.0 0.0
H -6.055 1.356 -0.618 0.0 0.0 0.0
N -2.472 -0.065 -0.463 0.1 -0.1 0.1
C -0.393 -3.435 2.578 0.0 0.0 0.2
H 2.503 3.187 0.504 0.0 0.0 0.0
H -4.097 2.868 -0.820 0.0 0.0 0.0
Sn -0.543 -1.447 -1.463 -0.1 0.1 -0.3
N 0.721 1.652 0.137 -0.4 -0.2 1.2
C 5.447 0.922 -0.601 0.1 0.0 0.0
H 3.975 -0.601 -0.936 0.0 0.0 0.0
C 4.170 0.416 -0.622 -0.1 0.0 -0.1
C -1.491 2.098 -0.679 -0.1 -0.4 0.4
C 3.097 1.243 -0.244 0.0 0.4 0.0
C -0.366 -4.774 2.167 0.0 0.0 0.0
C 5.664 2.251 -0.230 0.0 0.0 0.0
C 4.609 3.075 0.153 0.0 0.0 0.0
C -0.458 -2.432 1.619 0.0 0.1 0.0
H -3.313 -1.912 -0.143 0.0 0.0 0.0
```
Positions in Å, forces in eV/Å.

Molecular formula: C20H12Cl5O2PPdS4
Method: DFT, the ωB97M-V functional and the def2-TZVPD basis

**LUMO energy (alpha / beta)**: -0.0450 / -0.0834 Ha
**HOMO (alpha / beta)**: -7.524 / -8.955 eV
**2S+1**: 5
**Total charge**: 0

```
45
Properties=species:S:1:pos:R:3:forces:R:3
H -1.584 -0.975 4.802 0.0 0.0 0.0
H 1.612 -0.153 2.091 0.0 0.0 0.0
P 0.379 -0.943 -0.529 0.0 -0.1 0.4
C 0.203 -2.659 -1.099 0.0 0.0 -0.1
H 2.716 -1.266 0.149 0.1 0.0 0.0
C 0.953 5.117 0.393 0.0 0.0 0.0
H -0.502 -2.106 -3.049 0.0 0.0 0.0
C 1.142 4.868 -0.974 0.2 0.0 0.1
Cl -1.745 2.354 1.355 -0.3 0.3 0.1
H 0.688 -5.843 -0.043 0.0 0.0 0.0
C 0.096 -0.525 3.551 0.0 0.0 0.0
H 0.701 -0.143 4.364 0.0 0.0 0.0
S -2.876 0.210 -1.684 0.1 0.1 0.1
H -0.704 -4.436 -3.840 0.0 0.0 0.0
H 0.878 -3.520 0.755 0.0 0.0 0.0
C -1.954 -1.487 2.750 0.0 0.0 0.0
C -1.184 -0.994 3.797 0.0 0.0 0.0
H -2.047 -1.879 0.646 0.0 0.0 0.0
C 2.155 -0.577 -0.481 -0.1 0.0 0.0
Cl -0.053 4.504 2.829 0.0 0.0 0.0
C 0.304 3.996 -1.630 -0.1 -0.3 0.2
C 0.425 -5.025 -0.701 0.0 0.0 0.0
O 3.395 1.181 0.536 0.0 0.0 0.0
S -2.344 3.642 -1.920 0.0 -0.4 -0.1
H -2.953 -1.859 2.937 0.0 0.0 0.0
C 0.536 -3.718 -0.254 0.0 0.0 0.0
C -0.155 -1.023 1.208 0.0 -0.1 0.0
O 1.365 1.685 -0.235 0.1 0.1 -0.1
C -0.026 -5.284 -1.990 0.0 0.0 0.0
C 0.022 4.364 1.121 0.1 0.0 0.1
H 2.535 -0.652 -1.502 0.0 0.0 0.0
C 2.355 0.876 -0.012 -0.1 0.1 0.0
Cl 1.908 6.286 1.186 0.0 0.0 0.0
C -1.443 -1.498 1.463 0.0 0.0 0.0
Cl 0.586 3.597 -3.277 -0.3 0.2 -0.1
C -0.796 3.363 -0.965 -0.1 1.2 0.2
H -0.123 -6.306 -2.333 0.0 0.0 0.0
S -1.713 0.430 -3.210 0.1 0.1 0.0
Pd -0.512 1.160 -1.130 0.2 -0.9 -0.4
S -3.863 3.801 -0.755 0.0 0.1 0.0
C -0.242 -2.925 -2.390 0.0 0.0 0.0
C -0.355 -4.236 -2.835 0.0 0.0 0.0
C 0.614 -0.535 2.261 0.0 0.0 0.0
C -0.810 3.489 0.462 0.0 -0.3 -0.3
Cl 2.419 5.644 -1.819 0.0 0.0 0.0
```
Positions in Å, forces in eV/Å.

Molecular formula: C20H12Cl8GdN3O2
Method: DFT, the ωB97M-V functional and the def2-TZVPD basis

**LUMO energy (alpha / beta)**: -0.0092 / -0.0680 Ha
**HOMO (alpha / beta)**: -5.147 / -8.934 eV
**2S+1**: 8
**Total charge**: 0

```
46
Properties=species:S:1:pos:R:3:forces:R:3
H 4.441 0.977 0.119 0.0 0.0 0.0
C 0.950 -0.149 5.950 0.0 0.0 0.0
Cl -4.924 3.584 0.099 0.0 0.0 0.0
C 3.293 -0.073 5.411 0.0 0.0 0.0
O 0.139 -0.350 -2.167 0.1 0.1 -0.2
N 1.904 -0.264 0.071 0.6 0.1 1.4
Cl -3.341 6.296 0.019 0.0 0.0 0.0
N 2.306 -0.232 1.339 0.3 -0.1 -0.9
H 3.354 0.039 -2.925 0.0 0.0 0.0
H 0.155 -0.151 6.685 0.0 0.0 0.0
Cl -0.215 6.267 -0.141 0.0 0.0 0.0
C -2.493 4.799 -0.031 0.0 0.0 0.0
N -1.068 -2.265 -0.133 -0.2 -0.4 0.1
H 1.643 0.791 -4.712 0.0 0.0 0.0
O 0.056 -0.416 1.886 1.0 -0.2 1.2
H 1.625 -0.968 -4.806 0.0 0.0 -0.1
C 1.303 -0.307 2.219 -0.2 -0.1 0.8
H 4.636 -0.759 0.192 0.1 0.0 0.0
Cl 1.165 -4.655 1.264 0.1 0.0 0.1
Gd -0.291 0.114 -0.143 -2.4 0.4 -1.6
H -0.386 -0.286 4.269 0.0 0.0 0.0
Cl -1.466 -5.745 0.707 -0.1 -0.1 0.0
C -2.478 2.421 -0.038 0.2 0.0 0.0
C 4.318 0.057 -0.459 -0.1 0.0 0.1
C 2.990 -0.143 4.062 0.0 0.0 0.0
Cl 1.305 3.480 -0.218 0.0 0.1 0.0
C 1.659 -0.220 3.648 0.0 -0.1 -0.1
H 3.772 -0.141 3.316 0.0 0.0 0.0
C 2.899 -0.115 -0.896 0.7 0.0 -0.9
Cl -3.283 0.847 0.018 -0.3 0.1 0.0
C 2.536 -0.091 -2.226 -0.1 0.0 0.5
H 4.973 0.097 -1.327 0.0 0.0 0.0
C 2.275 -0.075 6.358 0.0 0.0 0.0
H 0.103 -0.083 -4.622 0.0 0.0 0.0
C 1.252 -0.186 -2.835 0.6 -0.1 -0.4
C -3.205 3.600 0.003 -0.1 0.0 0.0
C -0.441 3.564 -0.140 0.1 -0.1 0.0
C -1.108 2.359 -0.110 -0.2 0.4 0.1
C 0.642 -0.223 4.601 0.0 0.0 0.1
Cl 0.384 -5.235 -1.471 0.0 0.0 0.0
C -1.096 4.789 -0.104 0.0 0.0 0.0
C -0.173 -4.706 0.118 0.0 0.1 -0.1
C 1.150 -0.105 -4.329 0.0 -0.1 0.0
H 2.514 -0.017 7.412 0.0 0.0 0.0
H 4.327 -0.016 5.728 0.0 0.0 0.0
C -0.693 -3.338 -0.011 0.0 -0.2 -0.1
```
Positions in Å, forces in eV/Å.